DFT (ωB97M-V with the def2-TZVPD basis set) results for a 4-piece molecular cluster, C22H51N4O9 overall.

Values from the calculation:
Frontier orbital gap: 7.0 eV
Total charge: +1
Multiplicity: 1

XYZ file:
```
86
Properties=species:S:1:pos:R:3:forces:R:3
O 0.388 -3.029 -3.493 0.00 -0.03 0.11
O 7.321 2.361 -2.100 0.03 0.00 0.01
O -0.960 -2.937 -0.880 0.07 0.09 0.00
O 4.799 5.897 -0.470 -0.50 -0.02 0.55
O 8.951 4.807 -1.876 -0.01 -0.11 -0.03
O -8.424 -5.785 0.095 0.10 -0.02 0.03
O -6.173 -4.587 1.557 0.02 0.00 -0.04
O 3.777 4.444 0.898 -0.52 0.34 0.37
O -3.817 0.538 0.350 0.39 -0.43 0.50
N 0.126 3.293 -0.848 0.70 0.34 0.57
N -2.773 0.477 2.388 0.22 -0.27 0.15
N 2.065 3.036 0.460 -0.43 0.25 -0.04
N 0.424 1.471 0.719 -0.34 0.25 -1.06
C 0.886 2.633 0.084 -0.04 -0.36 -0.06
C 0.091 -4.414 -3.599 0.01 0.02 -0.04
C -5.290 -5.174 0.620 0.05 0.04 0.00
C -8.230 -6.997 0.802 -0.04 0.02 -0.03
C -0.763 -1.828 -1.737 -0.26 0.01 0.14
C -1.328 0.522 2.155 -0.14 0.32 0.01
C -3.515 -1.651 1.199 -0.36 -0.20 0.39
C 4.741 6.431 1.872 0.31 0.18 0.09
C -3.420 -0.151 1.267 -0.31 0.57 -0.75
C -0.734 -2.225 -3.197 0.17 0.03 -0.13
C -8.522 -4.646 0.931 -0.10 -0.02 -0.14
C -4.499 0.504 4.157 0.17 0.12 -0.39
C 4.475 5.623 0.653 0.47 0.04 -0.86
C 9.390 4.630 -3.212 0.01 0.03 0.01
C 2.799 4.181 -0.077 0.49 -0.32 -0.08
C -7.232 -3.858 0.955 0.05 0.04 0.13
C -3.156 -0.076 3.693 -0.32 0.00 0.31
C -1.035 1.549 1.063 0.21 -0.28 0.24
C 0.231 -3.404 -0.270 -0.03 -0.04 -0.01
C 7.091 3.415 -1.185 -0.11 -0.08 -0.08
C 7.546 4.755 -1.723 0.17 0.09 0.08
C 8.473 1.588 -1.802 -0.02 0.01 -0.02
H 9.165 5.517 -3.814 -0.02 -0.02 -0.02
H -4.664 -4.405 0.150 0.00 -0.04 -0.06
H 0.572 -2.705 0.505 0.03 0.01 -0.02
H -0.859 0.860 3.081 0.04 -0.13 -0.04
H 7.587 3.211 -0.229 0.02 0.01 0.00
H -7.972 -7.761 0.071 -0.03 0.00 -0.02
H 8.666 0.950 -2.662 -0.03 -0.02 0.00
H 0.170 -1.309 -1.480 0.06 -0.02 -0.02
H -5.078 -0.218 4.730 0.05 0.06 0.11
H 9.345 2.222 -1.625 0.01 0.00 0.01
H 6.011 3.458 -1.007 0.00 0.04 0.03
H -7.385 -2.949 1.547 -0.01 0.00 -0.01
H 8.929 3.754 -3.675 0.00 0.00 -0.01
H -7.422 -6.912 1.532 0.00 -0.01 0.01
H -3.145 -2.002 0.237 0.03 0.06 0.01
H 10.468 4.491 -3.184 0.01 0.02 0.02
H -1.661 1.356 0.194 -0.01 0.21 -0.02
H 1.028 -3.547 -1.002 0.01 0.00 0.00
H -1.601 -1.136 -1.577 0.01 0.01 -0.02
H 1.039 -4.946 -3.626 0.01 0.02 -0.03
H -4.340 1.409 4.741 -0.09 -0.04 0.07
H 7.044 4.968 -2.672 -0.02 -0.01 -0.01
H 3.248 3.914 -1.037 -0.06 0.06 -0.03
H 5.377 5.885 2.572 -0.12 -0.05 -0.02
H -2.380 0.177 4.418 0.04 0.01 -0.12
H 2.508 2.488 1.190 -0.01 0.16 0.13
H 3.813 6.699 2.379 -0.01 -0.15 -0.01
H 5.254 7.339 1.561 -0.01 -0.09 0.05
H -0.898 -0.460 1.901 0.02 0.00 -0.06
H -4.569 -1.938 1.276 0.05 0.01 -0.06
H -5.824 -5.723 -0.157 -0.02 0.01 0.00
H -3.223 -1.167 3.688 0.12 -0.03 -0.08
H -9.150 -7.297 1.316 0.02 -0.01 0.03
H -4.645 -5.865 1.161 -0.01 0.02 0.05
H 8.300 0.958 -0.924 0.03 0.01 0.02
H 0.518 0.720 0.030 0.32 -0.30 0.41
H 7.265 5.535 -1.012 -0.03 0.01 -0.02
H -2.995 -2.157 2.011 0.12 -0.02 -0.16
H -1.248 2.541 1.460 -0.06 -0.01 -0.14
H 2.131 5.038 -0.189 0.04 -0.04 -0.04
H -6.961 -3.560 -0.063 0.00 0.00 -0.02
H -5.083 0.800 3.282 -0.08 -0.11 0.07
H -1.664 -2.735 -3.463 -0.02 0.00 0.03
H 0.046 2.834 -1.747 -0.57 -0.20 0.17
H -9.315 -4.009 0.529 0.00 0.01 0.03
H -0.458 -4.621 -4.523 -0.02 -0.02 0.02
H 0.004 -4.359 0.200 -0.03 0.01 0.02
H -0.493 -4.766 -2.746 -0.01 -0.01 0.00
H -0.661 -1.318 -3.807 -0.05 0.01 0.00
H -8.804 -4.937 1.948 0.02 0.00 0.02
H 0.301 4.285 -0.940 0.16 -0.05 -0.23
```
Positions in Å, forces in eV/Å.